A 2-piece molecular cluster, C4H8IN2 overall in a non-equilibrium geometry, computed with the ωB97M-V functional and the def2-TZVPD basis.

ORCA input file:
```
! wB97M-V def2-TZVPD RIJCOSX def2/J DEFGRID3
* xyz 1 1
C 0.477 1.804 -0.252
C 0.507 -2.404 0.274
C -0.754 0.242 1.187
C -1.167 0.480 -1.178
N 1.235 -3.256 -0.060
N -0.603 0.901 -0.088
I 2.370 0.542 -0.120
H 0.602 2.207 -1.168
H 0.403 2.443 0.638
H -1.781 -0.172 1.198
H -0.494 0.828 2.107
H 0.132 -0.520 1.437
H -1.869 -0.289 -1.391
H -1.011 0.936 -2.063
H 1.954 -3.742 -0.522
*
```

The calculation puts the energy above the lowest of the compared OMol25 structures with the same formula, charge and spin at 87.98 kcal/mol. The lowest unoccupied orbital energy is -5.562 eV. The total energy comes out at -15348.2910 eV. The calculation puts the HOMO-LUMO gap at 8.130 eV.